## 1
Below is a 2-piece molecular cluster, C3H2N2O2 overall, with properties calculated with ωB97M-V/def2-TZVPD.

The SMILES is C#CC#N.O=NO. Its orbital gap is 10.707 eV. As for the spin multiplicity: 1. Its charge is 0. The LUMO energy comes out at -0.133 eV.

Each line ends with the natural charge from an NBO analysis.
Cartesian coordinates (Å):
C 2.35 -1.55 0.23  0.207
C 1.16 0.28 -1.14  -0.062
C 1.72 -0.69 -0.63  -0.145
N 2.90 -2.42 0.75  -0.242
N -1.52 -2.49 0.11  0.370
O -1.66 -2.11 -1.03  -0.275
O -1.27 -1.40 0.95  -0.589
H -1.16 -1.52 1.90  0.497
H 0.59 0.88 -1.77  0.238

## 2
Below is an isolated molecule of C3H2N2O2, with properties calculated with ωB97M-V/def2-TZVPD.

The SMILES is [H]/N=c1/nc1OC=O. Its orbital gap is 10.168 eV. As for the spin multiplicity: 1. Its charge is 0. The LUMO energy comes out at 0.273 eV.

Each line ends with the natural charge from an NBO analysis.
Cartesian coordinates (Å):
N 1.66 -1.44 -0.94  -0.651
C 0.51 -1.02 -0.76  0.384
O 0.51 1.32 1.15  -0.523
C -0.67 1.35 1.00  0.651
O -1.39 0.50 0.21  -0.479
C -0.69 -0.44 -0.46  0.384
N -0.96 -1.37 -1.26  -0.290
H 2.40 -0.95 -0.43  0.379
H -1.36 2.06 1.48  0.145

2 comes first in stability; the runner-up is 0.1018 hartree higher.

## 1
Below is a 2-piece molecular cluster, C3H2N2O2 overall, with properties calculated with ωB97M-V/def2-TZVPD.

Its orbital gap (alpha / beta) is 8.960 / 8.960 eV. As for the spin multiplicity: 1. Its charge is 0. The LUMO energy (alpha / beta) comes out at -0.975 / -0.976 eV.

Each line ends with the natural charge from an NBO analysis.
Cartesian coordinates (Å):
O -2.62 0.24 0.00  -0.402
C -1.49 0.03 -0.04  0.521
C -0.33 -0.40 -0.96  0.223
N 0.57 0.65 -0.99  -0.428
C 1.30 0.41 0.07  0.199
N 0.88 -0.68 0.80  -0.221
O 0.18 -1.40 -0.19  -0.329
H -0.38 -0.09 1.04  0.219
H 2.07 1.07 0.46  0.220

## 2
Below is an isolated molecule of C3H2N2O2, with properties calculated with ωB97M-V/def2-TZVPD.

Its orbital gap (alpha / beta) is 8.827 / 8.825 eV. As for the spin multiplicity: 1. Its charge is 0. The LUMO energy (alpha / beta) comes out at -1.068 / -1.069 eV.

Each line ends with the natural charge from an NBO analysis.
Cartesian coordinates (Å):
O 0.57 0.59 -1.99  -0.494
C 0.47 -0.47 -1.45  0.384
C -0.67 -0.77 -0.41  0.376
N -1.31 -0.21 0.44  -0.366
C -0.64 0.60 1.38  0.049
N 0.64 0.63 1.24  0.032
O 1.20 -0.12 0.39  -0.376
H 0.96 -1.41 -1.72  0.172
H -1.20 1.16 2.12  0.223

2 comes first in stability; the runner-up is 0.0301 hartree higher.